(1)
ORCA calculation (wB97M-V/def2-TZVPD) on a 3-piece molecular cluster, C23H46N5O8 overall.

Positions of all 82 atoms, in Å:
C: 3.015 -0.124 -2.431
C: 4.372 -0.932 -2.875
C: 5.366 -1.339 -1.624
C: 4.719 -2.403 -0.558
N: 4.853 -1.968 0.910
C: 4.029 -0.702 0.998
C: 2.362 -0.726 0.851
N: 1.642 0.600 0.915
N: 2.110 1.865 1.099
C: 3.579 2.045 1.250
C: 4.134 3.612 1.439
O: 5.061 3.764 2.572
N: 5.545 5.037 2.464
O: 6.703 4.961 2.016
C: 4.706 0.808 1.246
C: 6.316 1.007 1.459
C: 6.620 0.611 3.053
N: 7.127 -0.596 3.468
H: 2.505 0.490 -3.292
H: 2.237 -0.903 -1.974
H: 3.317 0.585 -1.526
H: 4.949 -0.228 -3.634
H: 4.013 -1.880 -3.499
H: 6.319 -1.879 -2.098
H: 5.770 -0.344 -1.151
H: 5.319 -3.422 -0.639
H: 3.587 -2.676 -0.793
H: 5.871 -1.786 1.072
H: 1.881 -1.778 0.678
H: 0.585 0.518 0.794
H: 3.170 4.295 1.607
H: 4.665 3.953 0.431
H: 6.712 2.099 1.326
H: 6.975 0.324 0.737
H: 6.355 1.404 3.894
H: 7.281 -1.197 2.629
C: -4.958 1.355 2.711
O: -4.456 0.033 2.833
C: -3.929 -0.461 1.600
C: -3.015 -1.662 1.855
O: -1.697 -1.281 2.268
C: -1.582 -0.811 3.617
C: -1.674 -1.941 4.646
O: -3.040 -2.285 4.886
C: -3.173 -3.562 5.491
H: -5.756 1.395 1.963
H: -5.360 1.661 3.679
H: -4.149 2.041 2.440
H: -3.366 0.327 1.086
H: -4.776 -0.770 0.979
H: -2.879 -2.190 0.903
H: -3.459 -2.374 2.552
H: -2.296 -0.011 3.820
H: -0.581 -0.372 3.687
H: -1.248 -1.604 5.598
H: -1.119 -2.813 4.287
H: -2.786 -4.338 4.825
H: -4.236 -3.753 5.662
H: -2.649 -3.588 6.451
C: -1.631 2.644 -3.166
O: -2.369 1.522 -3.628
C: -2.225 0.391 -2.766
C: -3.347 -0.619 -3.022
O: -4.571 -0.270 -2.363
C: -5.305 0.811 -2.952
C: -6.015 0.406 -4.247
O: -5.100 0.435 -5.344
C: -5.574 -0.308 -6.456
H: -0.565 2.402 -3.103
H: -1.769 3.461 -3.877
H: -2.006 2.966 -2.191
H: -2.248 0.708 -1.717
H: -1.258 -0.072 -2.987
H: -3.044 -1.577 -2.582
H: -3.506 -0.793 -4.087
H: -4.675 1.692 -3.086
H: -6.073 1.075 -2.216
H: -6.813 1.125 -4.467
H: -6.445 -0.594 -4.135
H: -5.681 -1.363 -6.189
H: -4.838 -0.230 -7.262
H: -6.528 0.094 -6.808

Total charge: +1

(2)
ORCA calculation (wB97M-V/def2-TZVPD) on a 3-piece molecular cluster, C23H47BN3O12P2S overall.

Positions of all 89 atoms, in Å:
C: 0.543 2.271 1.511
C: 0.792 2.119 0.342
C: 1.108 1.646 -1.119
C: 0.135 2.337 -2.208
C: -0.365 1.291 -3.276
N: -1.726 0.707 -3.060
C: -2.181 0.525 -1.643
C: -2.917 1.698 -0.906
C: -4.485 1.539 -0.684
C: -5.272 0.695 -1.746
S: -7.038 0.564 -1.148
C: -7.851 -0.803 -2.001
N: -8.329 -1.812 -1.209
N: -8.942 -2.713 -2.034
C: -8.807 -2.232 -3.295
O: -8.122 -1.024 -3.338
C: -1.783 -0.698 -3.677
C: -0.873 -1.763 -2.877
C: -0.436 -2.914 -3.879
C: 0.051 -4.139 -3.022
O: 1.176 -4.526 -3.177
O: -0.863 -4.747 -2.142
B: -2.684 1.533 -3.964
O: -3.572 0.920 -4.888
C: -2.727 3.142 -4.004
C: -4.202 3.739 -3.812
H: 0.330 2.332 2.597
H: 0.989 0.530 -1.250
H: 2.178 1.862 -1.421
H: 0.817 3.051 -2.768
H: -0.649 2.981 -1.739
H: 0.466 0.524 -3.364
H: -0.334 1.818 -4.284
H: -2.828 -0.396 -1.524
H: -1.253 0.274 -1.038
H: -2.742 2.737 -1.292
H: -2.487 1.727 0.147
H: -4.755 1.136 0.339
H: -4.924 2.587 -0.703
H: -5.324 1.128 -2.782
H: -4.922 -0.382 -1.843
H: -9.155 -2.673 -4.262
H: -2.822 -1.141 -3.583
H: -1.435 -0.662 -4.746
H: -1.543 -2.223 -2.085
H: -0.026 -1.280 -2.319
H: -1.367 -3.198 -4.465
H: 0.319 -2.536 -4.618
H: -0.861 -4.213 -1.318
H: -4.206 0.340 -4.421
H: -2.078 3.640 -3.237
H: -2.393 3.488 -5.035
H: -4.051 4.789 -3.406
H: -4.814 3.202 -3.040
H: -4.747 3.889 -4.791
C: 4.461 -2.850 0.960
O: 4.464 -1.846 1.966
P: 4.511 -0.209 1.489
O: 3.200 -0.346 0.746
O: 5.771 -0.510 0.468
C: 7.051 -0.813 1.024
O: 4.573 1.449 1.078
C: 5.629 2.223 1.658
H: 3.698 -3.587 1.215
H: 4.256 -2.453 -0.034
H: 5.433 -3.349 0.953
H: 7.399 -1.760 0.608
H: 7.014 -0.895 2.112
H: 7.759 -0.031 0.746
H: 6.561 2.053 1.116
H: 5.759 1.975 2.713
H: 5.369 3.278 1.574
C: 4.926 -0.678 8.453
O: 4.726 -1.324 7.202
P: 3.760 -0.555 6.029
O: 4.697 0.633 5.981
O: 2.557 -0.281 7.123
C: 1.797 -1.390 7.603
O: 2.804 0.186 4.798
C: 1.736 -0.601 4.278
H: 5.986 -0.737 8.701
H: 4.619 0.368 8.442
H: 4.360 -1.209 9.223
H: 1.834 -1.395 8.693
H: 2.184 -2.341 7.229
H: 0.757 -1.277 7.291
H: 0.886 -0.583 4.964
H: 2.064 -1.629 4.115
H: 1.420 -0.173 3.326

Total charge: +1

(3)
ORCA calculation (wB97M-V/def2-TZVPD) on C23H47LuNO2S2Si2 as an isolated structure.

Positions of all 78 atoms, in Å:
O: -1.308 -1.825 -3.066
O: -2.222 -0.533 -4.523
C: -0.035 -2.568 -3.255
C: 0.242 -3.691 -2.270
H: 0.826 -1.921 -3.381
H: -0.257 -2.981 -4.250
H: 0.985 -3.379 -1.522
H: 0.616 -4.565 -2.815
H: -0.665 -3.971 -1.745
C: -2.063 -1.887 -1.662
C: -3.047 -2.883 -2.275
H: -2.475 -0.933 -1.466
H: -1.477 -2.203 -0.786
H: -3.435 -2.441 -3.217
H: -3.898 -3.139 -1.663
H: -2.456 -3.732 -2.606
C: -3.182 0.531 -4.531
C: -1.913 -1.253 -5.736
C: -4.396 0.048 -3.792
H: -3.355 0.672 -5.584
H: -2.777 1.479 -4.115
H: -4.725 -0.883 -4.260
H: -5.195 0.787 -3.868
H: -4.171 -0.131 -2.729
C: -3.168 -2.027 -6.007
H: -1.044 -1.913 -5.529
H: -1.644 -0.488 -6.425
H: -3.501 -2.621 -5.138
H: -2.913 -2.690 -6.827
H: -3.967 -1.335 -6.299
H: -1.936 -1.655 -3.751
Lu: 0.718 1.197 -0.894
C: 0.147 1.791 -2.873
Si: 0.484 1.691 -4.738
H: -1.030 1.919 -2.869
H: 0.702 2.636 -2.499
C: 1.278 0.164 -5.513
C: 1.849 2.965 -4.601
C: -0.720 2.367 -6.027
C: 2.703 0.542 -1.638
Si: 3.714 1.237 -0.265
H: 2.902 1.004 -2.620
H: 2.760 -0.551 -1.734
C: 4.807 2.560 -1.031
C: 4.729 -0.152 0.477
C: 2.789 2.069 1.176
H: -0.119 2.803 -6.843
H: -1.321 3.180 -5.599
H: -1.411 1.646 -6.481
H: 2.118 -0.176 -4.909
H: 1.671 0.427 -6.497
H: 0.627 -0.695 -5.657
H: 2.421 2.798 -3.672
H: 1.366 3.955 -4.525
H: 2.519 2.899 -5.468
H: 5.154 -0.761 -0.328
H: 4.102 -0.795 1.111
H: 5.542 0.275 1.077
H: 2.438 1.362 1.936
H: 1.948 2.742 0.895
H: 3.534 2.720 1.662
H: 5.608 2.825 -0.329
H: 4.223 3.463 -1.266
H: 5.250 2.177 -1.958
S: 0.852 -1.340 0.351
C: 0.226 -0.235 1.449
N: -0.312 0.951 1.035
C: -0.735 1.787 2.061
C: -1.145 3.101 1.830
C: -1.302 3.912 2.947
C: -1.042 3.397 4.248
C: -0.617 2.089 4.427
C: -0.466 1.269 3.328
S: 0.249 -0.354 3.207
H: -1.309 3.434 0.804
H: -1.632 4.945 2.831
H: -1.178 4.052 5.103
H: -0.388 1.666 5.412

Total charge: +1

(4)
ORCA calculation (wB97M-V/def2-TZVPD) on C23H48BF6N6O9PS3 as an isolated structure.

Positions of all 97 atoms, in Å:
C: 6.053 0.646 -1.052
C: 5.476 1.940 -1.642
C: 4.287 1.672 -2.548
O: 3.345 0.793 -1.931
C: 2.185 1.437 -1.436
C: 1.607 0.566 -0.312
C: 1.665 -0.928 -0.714
C: 0.918 -1.490 -1.914
C: 0.986 -0.841 -3.266
N: 0.328 -2.587 -1.681
N: 2.669 0.649 0.802
C: 2.469 1.571 1.970
B: 2.097 0.826 3.324
C: 2.134 -0.739 3.529
O: 1.739 1.624 4.395
P: 4.248 2.200 2.328
C: 4.145 3.400 3.703
C: 5.062 0.741 3.120
C: 1.542 2.752 1.607
C: 2.185 3.964 0.870
N: 2.334 5.115 1.775
N: 0.336 2.306 0.924
C: 0.218 1.023 0.210
C: -0.380 -0.045 1.197
C: -1.432 -1.075 0.729
C: -2.876 -0.842 1.246
C: -3.927 -1.394 0.262
S: -5.239 -0.298 -0.256
O: -6.427 -1.075 -0.284
O: -4.794 0.405 -1.442
O: -5.352 0.800 0.890
C: -0.726 1.340 -0.965
N: -2.001 1.854 -0.467
C: -2.186 3.293 -0.704
H: 5.511 0.355 -0.146
H: 7.092 0.776 -0.753
H: 5.967 -0.190 -1.748
H: 5.132 2.561 -0.806
H: 6.247 2.472 -2.200
H: 3.799 2.600 -2.858
H: 4.623 1.171 -3.460
H: 1.463 1.597 -2.233
H: 2.479 2.418 -1.051
H: 2.721 -1.170 -0.882
H: 1.347 -1.540 0.130
H: 2.023 -0.594 -3.510
H: 0.624 -1.531 -4.026
H: 0.419 0.089 -3.328
H: -0.112 -2.964 -2.521
H: 3.529 0.957 0.324
H: 2.881 -0.300 1.112
H: 1.150 -1.184 3.377
H: 2.396 -0.946 4.572
H: 2.863 -1.290 2.927
H: 2.417 1.747 5.065
H: 4.569 4.341 3.352
H: 4.737 3.064 4.556
H: 3.125 3.622 4.007
H: 6.138 0.852 2.989
H: 4.868 0.700 4.196
H: 4.736 -0.200 2.683
H: 1.237 3.163 2.572
H: 3.151 3.750 0.408
H: 1.498 4.205 0.053
H: 1.532 5.725 1.678
H: 3.121 5.679 1.478
H: -0.496 2.476 1.463
H: -0.794 0.483 2.060
H: 0.458 -0.612 1.598
H: -1.139 -2.051 1.125
H: -1.435 -1.211 -0.348
H: -2.985 -1.382 2.188
H: -3.048 0.207 1.463
H: -4.459 -2.266 0.641
H: -3.473 -1.693 -0.684
H: -4.984 1.623 0.537
H: -0.895 0.468 -1.596
H: -0.255 2.125 -1.562
H: -2.723 1.389 -1.006
H: -2.604 3.510 -1.690
H: -1.236 3.814 -0.578
H: -2.859 3.710 0.052
C: -5.408 -6.313 0.053
F: -4.747 -7.275 0.704
F: -6.643 -6.248 0.547
F: -4.797 -5.147 0.317
S: -5.404 -6.690 -1.755
O: -6.114 -7.931 -1.872
O: -4.012 -6.684 -2.116
N: -6.209 -5.407 -2.187
S: -6.556 -5.085 -3.696
O: -7.553 -5.925 -4.295
O: -5.424 -4.719 -4.502
C: -7.395 -3.483 -3.335
F: -6.525 -2.678 -2.727
F: -8.458 -3.632 -2.547
F: -7.796 -2.911 -4.473

(5)
ORCA calculation (wB97M-V/def2-TZVPD) on a 6-piece molecular cluster, C23H48Cl6O12 overall.

Positions of all 89 atoms, in Å:
C: 18.756 8.525 12.458
Cl: 18.281 9.932 11.432
Cl: 20.493 8.611 12.890
Cl: 18.455 7.077 11.435
H: 18.146 8.479 13.337
C: 16.906 13.605 10.317
Cl: 17.439 12.259 9.344
Cl: 16.822 15.190 9.481
Cl: 17.961 13.680 11.708
H: 15.915 13.365 10.642
C: 6.030 14.608 12.199
O: 5.975 13.331 11.536
C: 6.986 13.183 10.517
C: 8.389 13.408 10.848
O: 8.774 12.672 11.976
C: 10.123 12.810 12.297
C: 10.195 12.459 13.739
O: 11.444 12.880 14.307
C: 11.327 13.255 15.677
H: 5.076 14.871 12.610
H: 6.497 15.388 11.615
H: 6.679 14.499 13.066
H: 6.725 13.793 9.657
H: 6.903 12.144 10.186
H: 8.631 14.491 10.999
H: 9.007 13.146 9.941
H: 10.525 13.797 12.181
H: 10.784 12.199 11.640
H: 9.993 11.405 13.972
H: 9.442 13.122 14.212
H: 12.270 13.757 15.998
H: 11.169 12.416 16.357
H: 10.543 14.006 15.791
C: 14.201 9.347 16.870
O: 13.322 8.963 15.787
C: 12.703 7.763 16.144
C: 12.054 7.289 14.742
O: 13.049 6.758 13.919
C: 12.559 6.012 12.796
C: 13.098 6.641 11.492
O: 12.488 7.948 11.407
C: 13.017 8.672 10.321
H: 14.728 8.511 17.262
H: 13.745 9.795 17.752
H: 14.936 10.055 16.506
H: 11.897 7.942 16.909
H: 13.479 7.029 16.526
H: 11.421 8.093 14.305
H: 11.385 6.450 15.040
H: 11.440 6.105 12.760
H: 12.994 4.990 12.944
H: 12.738 5.938 10.743
H: 14.208 6.737 11.626
H: 14.096 8.395 10.141
H: 12.794 9.706 10.607
H: 12.426 8.464 9.412
C: 14.942 13.773 18.327
O: 15.606 12.874 17.411
C: 17.002 13.210 17.270
C: 17.844 12.397 16.274
O: 17.684 10.941 16.473
C: 18.520 10.235 15.588
C: 18.226 8.753 15.811
O: 17.078 8.423 15.107
C: 16.423 7.243 15.505
H: 15.357 13.724 19.344
H: 13.883 13.530 18.255
H: 15.052 14.809 17.990
H: 17.503 13.166 18.279
H: 17.146 14.232 16.854
H: 18.887 12.788 16.245
H: 17.522 12.587 15.218
H: 19.637 10.466 15.842
H: 18.347 10.651 14.479
H: 18.048 8.659 16.830
H: 19.157 8.211 15.552
H: 17.026 6.321 15.373
H: 15.453 7.184 15.064
H: 16.454 7.278 16.604
C: 15.171 11.456 13.754
C: 13.752 10.803 13.589
O: 13.256 11.610 12.500
C: 13.897 12.810 12.500
O: 13.682 13.744 11.819
O: 14.914 12.800 13.369
H: 16.050 11.037 13.318
H: 15.497 11.492 14.763
H: 13.147 11.057 14.391
H: 13.708 9.758 13.283

SMILES: COCCOCCOC.COCCOCCOC.COCCOCCOC.ClC(Cl)Cl.ClC(Cl)Cl.O=C1OCCO1

Calculated gap between HOMO and LUMO in order - 5.733, 6.713, 7.686, 6.616, 10.152 eV
Calculated largest force on an atom in order - 6.1, 9.4, 9.1, 1.3, 3.2 eV Å⁻¹
Calculated E_HOMO in order - -0.403, -0.411, -0.371, -0.277, -0.353 Eh